Entry 1:
{"formula": "C14H17CrF5O6Te", "method": "the ωB97M-V functional and the def2-TZVPD basis", "symbols": ["Cr", "O", "C", "O", "C", "O", "C", "C", "O", "O", "H", "H", "H", "H", "H", "F", "Te", "F", "F", "F", "F", "O", "C", "C", "C", "C", "C", "C", "C", "C", "C", "C", "H", "H", "H", "H", "H", "H", "H", "H", "H", "H", "H", "H"], "xyz": [[-0.867, -1.111, -0.017], [-4.866, -0.954, 1.128], [-3.592, -0.897, 0.934], [-2.985, -1.453, -0.037], [-2.783, 0.020, 1.933], [-1.630, 0.535, 1.269], [-1.997, 1.699, 0.479], [-1.292, 1.625, -0.890], [-0.938, 2.710, -1.397], [-1.153, 0.450, -1.352], [-5.732, 0.162, 1.749], [-2.496, -0.655, 2.720], [-3.348, 0.856, 2.294], [-1.756, 2.637, 1.027], [-3.077, 1.761, 0.282], [0.307, -4.742, 0.644], [-1.366, -4.075, 0.196], [-1.948, -5.040, 1.837], [-1.650, -5.528, -1.088], [-0.808, -2.218, 1.562], [-6.267, 0.755, 2.360], [-0.636, -2.706, -1.105], [2.070, -1.114, -2.003], [2.288, -0.557, -0.627], [3.562, -1.223, -0.060], [1.196, -0.883, 0.335], [2.239, 0.997, -0.577], [1.711, 1.715, 0.515], [1.596, 3.080, 0.522], [1.864, 3.737, -0.652], [2.497, 3.140, -1.755], [2.741, 1.768, -1.656], [1.603, -2.146, -1.991], [3.003, -1.113, -2.579], [1.314, -0.491, -2.570], [3.436, -2.286, 0.018], [3.828, -0.782, 0.952], [4.481, -1.112, -0.722], [1.368, -0.948, 1.456], [1.366, 1.071, 1.367], [1.153, 3.569, 1.374], [1.734, 4.839, -0.711], [2.610, 3.685, -2.689], [3.219, 1.222, -2.474]], "gap_ha": [0.24493, 0.23951], "multiplicity": 4, "charge": -1, "largest_force_ev_per_a": 3.18, "s_squared": 3.79}

***

Entry 2:
{"formula": "C14H17F6MnN3O8S2", "method": "the ωB97M-V functional and the def2-TZVPD basis", "symbols": ["Mn", "C", "F", "F", "F", "S", "O", "O", "N", "S", "O", "O", "C", "F", "F", "F", "O", "H", "C", "C", "C", "O", "C", "O", "O", "H", "H", "H", "H", "H", "H", "N", "C", "C", "C", "C", "H", "H", "H", "H", "H", "N", "C", "C", "C", "C", "H", "H", "H", "H", "H"], "xyz": [[2.994, -1.283, 1.015], [-0.097, -3.184, 2.782], [-0.153, -4.208, 1.915], [-0.668, -2.095, 2.225], [-0.826, -3.402, 3.874], [1.736, -2.862, 3.314], [1.921, -1.512, 3.735], [1.951, -3.739, 4.473], [2.617, -3.040, 1.802], [3.140, -4.529, 2.121], [4.373, -4.484, 2.941], [2.165, -5.527, 2.430], [3.820, -5.163, 0.474], [4.314, -6.341, 0.605], [2.722, -5.179, -0.300], [4.700, -4.229, -0.043], [1.411, -0.087, 1.127], [0.469, -0.168, 1.372], [-1.826, -0.085, -1.466], [-2.820, 0.833, -2.092], [-2.165, 2.094, -2.732], [-2.696, 2.128, -3.965], [-3.515, 1.015, -4.086], [-4.215, 0.830, -5.068], [-3.454, 0.183, -3.086], [-1.239, 0.419, -0.697], [-1.045, -0.372, -2.171], [-2.233, -1.040, -1.135], [-3.603, 1.083, -1.376], [-1.085, 1.948, -2.774], [-2.369, 2.971, -2.117], [-0.732, 1.836, 1.697], [-1.961, 1.341, 2.030], [-2.874, 2.348, 1.970], [-2.181, 3.511, 1.737], [-0.791, 3.177, 1.735], [0.128, 1.324, 1.555], [-2.059, 0.277, 2.187], [-3.946, 2.299, 2.088], [-2.624, 4.487, 1.605], [0.152, 3.670, 1.548], [1.187, 1.701, -1.233], [1.256, 1.411, -2.577], [1.291, 2.594, -3.294], [1.361, 3.636, -2.381], [1.157, 3.049, -1.103], [1.191, 0.966, -0.540], [1.210, 0.422, -3.008], [1.190, 2.714, -4.362], [1.466, 4.691, -2.587], [1.257, 3.572, -0.164]], "gap_ha": [0.22038, 0.30888], "multiplicity": 7, "charge": -1, "largest_force_ev_per_a": 6.33, "s_squared": 12.00}

***

Entry 3:
{"formula": "C14H17N3O3", "method": "the ωB97M-V functional and the def2-TZVPD basis", "symbols": ["C", "C", "N", "C", "O", "C", "N", "C", "C", "C", "N", "C", "C", "C", "C", "C", "C", "C", "O", "O", "H", "H", "H", "H", "H", "H", "H", "H", "H", "H", "H", "H", "H", "H", "H", "H", "H"], "xyz": [[1.036, -1.802, 1.593], [0.081, -0.559, 1.791], [0.885, 0.562, 2.080], [1.009, 1.856, 1.517], [1.792, 2.709, 1.858], [0.185, 2.292, 0.364], [-0.252, 3.740, 0.371], [0.989, 2.065, -0.944], [1.000, 0.633, -1.419], [2.054, -0.227, -1.369], [1.603, -1.479, -1.787], [0.223, -1.505, -2.069], [-0.696, -2.510, -2.171], [-2.080, -2.288, -2.159], [-2.460, -0.883, -2.119], [-1.556, 0.184, -1.943], [-0.136, -0.213, -1.964], [-1.000, -0.633, 2.883], [-0.626, -0.795, 4.040], [-2.296, -0.522, 2.492], [1.919, -1.397, 2.079], [1.165, -1.686, 0.435], [0.603, -2.825, 1.829], [-0.498, -0.363, 0.793], [1.298, 0.361, 3.021], [-0.699, 1.617, 0.293], [0.628, 3.943, 0.938], [-0.995, 3.885, 1.048], [2.002, 2.293, -0.611], [0.799, 2.809, -1.640], [3.050, -0.318, -0.838], [2.096, -2.251, -1.479], [-0.461, -3.554, -2.241], [-2.839, -3.018, -2.143], [-3.617, -0.701, -2.179], [-1.847, 1.162, -1.884], [-2.356, -0.580, 1.533]], "gap_ha": 0.32977, "multiplicity": 1, "largest_force_ev_per_a": 6.09, "smiles": "C[C@H](NC(=O)[C@@H](N)Cc1c[nH]c2ccccc12)C(=O)O"}

***

Entry 4:
{"formula": "C14H17N3O5", "method": "the ωB97M-V functional and the def2-TZVPD basis", "symbols": ["O", "C", "N", "C", "C", "C", "C", "N", "O", "O", "C", "C", "O", "C", "C", "C", "N", "C", "C", "O", "C", "C", "H", "H", "H", "H", "H", "H", "H", "H", "H", "H", "H", "H", "H", "H", "H", "H", "H"], "xyz": [[2.377, 2.012, 0.791], [1.334, 1.816, 0.208], [1.312, 1.308, -1.063], [0.154, 1.001, -1.744], [0.178, 0.300, -2.946], [-0.995, 0.006, -3.608], [-2.203, 0.417, -3.057], [-3.431, 0.109, -3.732], [-4.469, 0.458, -3.208], [-3.360, -0.488, -4.788], [-2.249, 1.122, -1.857], [-1.071, 1.422, -1.196], [-1.146, 2.144, -0.057], [0.002, 2.302, 0.767], [-0.244, 1.624, 2.124], [-0.360, 0.110, 1.935], [0.791, -0.373, 1.191], [1.976, -0.626, 1.999], [1.899, -1.962, 2.747], [1.661, -3.035, 1.859], [0.475, -2.832, 1.127], [0.542, -1.520, 0.333], [2.199, 1.004, -1.444], [1.128, -0.009, -3.355], [-0.995, -0.535, -4.541], [-3.195, 1.441, -1.451], [0.111, 3.384, 0.936], [0.595, 1.869, 2.774], [-1.162, 2.014, 2.561], [-1.261, -0.103, 1.353], [-0.473, -0.367, 2.917], [2.120, 0.195, 2.699], [2.833, -0.644, 1.320], [2.847, -2.180, 3.239], [1.103, -1.928, 3.507], [0.381, -3.685, 0.453], [-0.392, -2.813, 1.807], [-0.384, -1.371, -0.227], [1.374, -1.587, -0.375]], "gap_ha": 0.29535, "multiplicity": 1, "largest_force_ev_per_a": 1.38, "smiles": "O=C1Nc2ccc([N+](=O)[O-])cc2O[C@H]1CCN1CCOCC1"}